ORCA calculation (ωB97M-V with the def2-TZVPD basis set) on a structure of composition C42H87NO9 in a non-equilibrium geometry.

Summary:
HOMO (Eh): -0.255
Frontier orbital gap (eV): 7.4667
Spin multiplicity: 1
Charge: 0
LUMO (eV): 0.53
Calculated total energy (Eh): -2382.43204

Geometry as XYZ:
```
139
Properties=species:S:1:pos:R:3:forces:R:3
C -2.379 -3.570 2.455 -0.7 1.2 -0.1
C -1.119 -4.266 2.836 0.8 -2.3 0.0
C 0.053 -3.498 2.281 -1.5 -4.0 1.6
O -0.431 -2.222 2.244 -4.1 -7.3 6.6
C -1.858 -2.254 1.806 -1.2 -0.4 3.4
H -3.089 -3.461 3.274 0.2 0.4 0.1
H -2.930 -4.145 1.710 -0.1 -0.1 0.6
H -1.087 -5.243 2.356 -0.1 -0.5 0.5
H -0.969 -4.372 3.910 -0.3 -0.1 0.0
H 0.389 -3.761 1.277 -1.3 -1.5 2.1
H 0.902 -3.650 2.948 0.0 0.5 -0.3
H -1.864 -2.308 0.718 -0.1 1.8 3.4
H -2.363 -1.344 2.132 0.2 0.1 0.4
C 1.896 -4.475 -0.919 -1.1 -1.5 -1.0
C 0.858 -3.432 -0.457 3.3 1.1 -1.4
C 1.653 -2.715 0.660 2.4 -5.3 -2.3
O 2.446 -3.875 1.109 1.6 2.6 3.6
C 2.522 -5.024 0.372 -1.1 1.1 -2.0
H 2.568 -4.021 -1.647 0.4 0.0 0.3
H 1.413 -5.306 -1.433 -0.2 0.1 -0.4
H -0.105 -3.802 -0.107 3.5 -1.2 -1.4
H 0.728 -2.639 -1.194 -0.4 -1.2 -0.3
H 0.945 -2.346 1.402 2.7 -3.1 -0.5
H 2.294 -1.925 0.269 0.4 -0.2 0.0
H 1.903 -5.811 0.802 -0.2 -0.2 0.1
H 3.537 -5.414 0.290 0.2 0.3 -0.1
C 2.145 4.047 -1.265 1.5 0.8 2.8
C 1.069 3.414 -0.405 -1.7 5.1 -1.7
C 0.189 4.619 -0.106 1.4 0.5 -2.2
O 0.230 5.400 -1.321 0.2 0.4 1.1
C 1.400 5.070 -2.030 -0.2 0.9 -1.3
H 2.811 3.371 -1.801 -0.6 0.7 -0.4
H 2.803 4.474 -0.508 -0.4 0.9 -1.0
H 1.347 2.935 0.534 -0.4 2.2 -2.1
H 0.465 2.706 -0.972 -0.4 3.5 0.5
H 0.609 5.017 0.818 0.0 1.3 -0.1
H -0.816 4.284 0.149 1.4 1.9 -1.7
H 1.985 5.957 -2.271 0.1 0.1 0.0
H 1.067 4.560 -2.934 0.1 1.5 -0.2
C -3.084 2.801 -0.018 -0.7 1.7 1.1
C -1.794 2.202 -0.419 0.0 -0.5 -0.4
C -0.933 2.419 0.753 -1.7 -1.0 1.3
O -1.333 3.667 1.252 -2.9 -1.1 4.3
C -2.735 3.896 0.948 1.2 0.1 0.7
H -3.714 2.054 0.466 0.4 0.5 0.1
H -3.653 3.233 -0.841 1.7 0.3 0.9
H -1.377 2.730 -1.277 -0.1 0.1 -0.1
H -1.885 1.145 -0.670 0.0 1.0 0.7
H 0.131 2.393 0.518 -4.3 0.8 1.5
H -1.165 1.627 1.465 0.0 0.4 0.0
H -2.781 4.896 0.517 0.0 0.2 -0.1
H -3.292 3.900 1.885 -0.1 -0.1 0.0
C -3.675 1.525 -2.516 -1.9 1.8 -1.0
C -3.742 0.021 -2.523 -1.8 0.0 -1.1
C -4.228 -0.318 -1.119 0.2 1.6 0.0
O -4.690 0.892 -0.528 -1.4 -1.2 0.1
C -4.832 1.861 -1.523 -1.4 -0.1 -1.2
H -3.981 1.959 -3.468 0.1 -0.2 -0.4
H -2.715 1.997 -2.307 -0.5 -0.4 0.2
H -2.771 -0.460 -2.637 -2.9 0.8 -1.6
H -4.419 -0.347 -3.294 -0.2 0.1 0.0
H -3.318 -0.610 -0.595 -2.1 1.6 0.5
H -4.926 -1.154 -1.163 -0.6 0.3 0.5
H -4.924 2.853 -1.081 -0.2 -0.7 -0.4
H -5.829 1.828 -1.962 -0.2 -0.9 -0.8
C -0.250 2.384 -4.940 -0.2 0.2 0.3
C 1.121 2.899 -4.433 -0.3 -1.1 -0.6
C 1.078 2.448 -2.988 0.2 -0.7 -0.9
O -0.154 1.694 -2.831 6.8 7.6 -5.4
C -0.622 1.171 -4.043 1.1 2.0 -3.4
H -0.314 2.245 -6.019 -0.1 0.0 0.1
H -0.983 3.100 -4.568 -0.3 0.3 -0.6
H 1.294 3.974 -4.480 -0.2 -0.1 -0.6
H 1.870 2.382 -5.034 0.4 0.1 0.3
H 1.094 3.224 -2.223 -1.1 -1.6 -2.3
H 1.895 1.795 -2.679 0.1 -0.5 -0.5
H -1.701 1.013 -4.037 0.2 0.5 -0.1
H -0.179 0.191 -4.221 0.6 0.3 -0.7
C -2.412 -2.070 -0.938 -1.0 -1.2 0.7
C -1.877 -3.346 -0.289 -3.4 -2.1 -1.8
C -1.751 -4.264 -1.438 1.0 0.4 -0.2
O -1.383 -3.350 -2.474 0.4 -2.3 -1.5
C -1.945 -2.052 -2.319 -0.3 -5.0 -1.5
H -2.123 -1.161 -0.412 0.2 -0.7 0.2
H -3.502 -2.091 -0.965 0.6 -1.3 0.5
H -2.629 -3.673 0.429 0.3 -0.4 -1.4
H -0.920 -3.321 0.233 -2.8 1.2 -0.2
H -2.553 -4.982 -1.610 -0.5 0.4 -0.5
H -0.896 -4.859 -1.117 0.3 -0.6 -1.1
H -2.744 -1.829 -3.025 -0.1 -1.6 -0.3
H -1.202 -1.294 -2.566 -0.8 -4.8 0.6
C 4.708 1.368 0.385 2.7 0.0 -0.2
C 3.888 1.931 1.569 2.1 0.2 1.3
C 3.403 3.303 1.122 0.9 -0.2 1.7
O 4.312 3.651 0.102 1.3 -0.8 -1.4
C 4.555 2.446 -0.694 1.3 0.9 0.7
H 4.438 0.402 -0.042 0.4 0.2 0.5
H 5.751 1.217 0.663 0.3 0.6 0.1
H 4.634 2.149 2.332 -0.1 -0.3 0.4
H 3.155 1.221 1.955 0.3 0.8 0.6
H 3.540 4.034 1.918 0.1 0.0 0.1
H 2.348 3.337 0.850 2.5 0.5 0.7
H 5.335 2.557 -1.446 0.6 0.5 0.7
H 3.693 2.183 -1.307 0.8 0.7 -0.5
C 0.824 -2.749 5.777 1.5 -0.3 -0.8
C 0.527 -1.724 4.672 -1.3 0.1 2.6
C 1.757 -1.574 3.859 1.8 -1.0 -0.4
O 2.391 -2.849 3.935 0.3 0.0 1.2
C 2.231 -3.270 5.305 -0.5 0.1 -0.6
H 0.063 -3.529 5.792 0.2 0.0 0.2
H 0.995 -2.325 6.766 -0.6 0.1 0.0
H 0.225 -0.787 5.140 0.1 0.0 0.1
H -0.294 -1.995 4.008 0.0 -0.7 1.2
H 2.342 -0.739 4.245 0.7 -0.1 0.2
H 1.607 -1.357 2.801 0.7 -0.6 0.8
H 3.049 -2.792 5.843 -0.1 -0.2 0.5
H 2.294 -4.357 5.367 0.3 0.1 -0.1
C 2.542 0.743 -0.107 -3.8 -1.5 -0.8
C 1.038 1.163 -0.042 3.9 -5.8 -1.2
N 0.091 0.108 0.058 0.5 -0.5 0.9
C -0.157 -0.661 -1.176 -0.6 1.7 0.8
C -1.126 0.074 -2.068 -1.0 -1.0 2.3
C 0.242 -0.701 1.299 -0.6 5.0 -4.5
C 0.234 -0.005 2.644 -1.6 1.9 -2.4
H 3.134 1.620 -0.371 -2.8 -2.0 0.6
H 2.670 -0.045 -0.850 0.2 0.0 -0.6
H 2.890 0.334 0.842 -1.2 -0.7 -1.0
H 1.146 1.857 0.792 -0.1 -3.5 0.5
H 0.867 1.731 -0.957 0.7 -3.4 1.1
H 0.673 -0.993 -1.801 0.9 0.4 0.1
H -0.726 -1.576 -1.011 2.1 0.6 1.2
H -1.171 -0.418 -3.040 1.0 3.0 -0.2
H -2.191 0.067 -1.832 3.0 0.1 1.9
H -0.791 1.091 -2.268 -3.7 -3.5 5.2
H 1.065 -1.406 1.180 -0.7 5.5 0.1
H -0.555 -1.444 1.342 1.2 5.4 -4.8
H 0.117 -0.802 3.378 -0.1 3.0 -1.3
H -0.634 0.654 2.638 0.0 0.0 0.6
H 1.107 0.646 2.575 0.2 0.1 1.3
```
Forces are in eV/Å.